# 1
Entry from OMol25: a structure of composition C48H36IrO5P2SSe at a distorted geometry (ωB97M-V/def2-TZVPD).

XYZ file:
```
94
Properties=species:S:1:pos:R:3:lowdin_spin:R:1
Ir 0.10917 1.54494 -1.25043 0.66
O -0.17463 0.95444 0.97347 0.03
S 0.12447 -0.47996 1.27467 0.01
C -1.37393 -0.91396 2.18637 0.00
C -1.28793 -1.75226 3.28417 0.00
C -2.34873 -1.94036 4.17177 0.00
C -3.51673 -1.24916 3.93137 0.00
C -4.77493 -1.14036 4.72357 0.00
C -5.73363 -0.31866 3.84027 0.00
C -4.92133 0.07614 2.65637 0.00
C -5.21803 0.83924 1.55057 0.00
C -4.26403 0.94194 0.53857 0.00
C -2.99173 0.37894 0.60517 0.00
P -2.07533 0.32114 -0.98333 0.03
C -2.94833 1.30304 -2.23883 0.01
C -3.36143 2.61974 -2.00163 0.00
C -3.95683 3.35144 -3.01383 0.00
C -4.06623 2.81664 -4.28993 0.01
C -3.61573 1.52614 -4.54003 0.00
C -3.06163 0.76834 -3.52803 0.01
C -2.51223 -1.40256 -1.41483 0.01
C -1.55013 -2.39326 -1.54953 0.00
C -1.92573 -3.67486 -1.91693 0.00
C -3.26173 -3.97526 -2.12683 0.00
C -4.22843 -2.99286 -1.96563 0.00
C -3.85823 -1.70886 -1.61103 0.00
C -2.60783 -0.32656 1.79127 0.00
C -3.63703 -0.49596 2.74677 0.00
C 1.43227 -0.19016 2.49797 0.00
C 1.18387 -0.00936 3.84227 0.00
C 2.19507 0.26854 4.76807 0.00
C 3.49017 0.36184 4.30877 0.00
C 4.77447 0.63914 5.01127 0.00
C 5.84877 0.62084 3.90597 0.00
C 5.10307 0.36774 2.64357 0.00
C 5.51477 0.26434 1.33137 0.00
C 4.54197 0.11504 0.34387 0.00
C 3.17037 0.03394 0.60357 0.00
P 2.11907 0.04354 -0.89913 0.03
C 3.02887 1.11354 -2.06303 0.02
C 3.65907 2.28004 -1.60903 0.00
C 4.18917 3.17214 -2.51853 0.00
C 4.07837 2.93354 -3.88253 0.01
C 3.45927 1.77684 -4.34043 0.00
C 2.93527 0.87294 -3.43783 0.01
C 2.36747 -1.62616 -1.59043 0.01
C 1.62397 -1.97656 -2.71613 0.00
C 1.88077 -3.16376 -3.37963 0.00
C 2.86327 -4.02376 -2.91223 0.00
C 3.56867 -3.69936 -1.76543 0.00
C 3.32137 -2.51186 -1.09843 0.00
C 2.73017 0.00524 1.95737 0.00
C 3.73337 0.22134 2.92917 0.00
H -0.35093 -2.25336 3.47287 0.00
H -2.21843 -2.57426 5.03377 0.00
H -4.58593 -0.62006 5.66697 0.00
H -5.17493 -2.12266 4.98037 0.00
H -6.13043 0.55704 4.35657 0.00
H -6.60093 -0.90466 3.52497 0.00
H -6.17633 1.31544 1.42937 0.00
H -4.55013 1.46754 -0.36193 0.00
H -3.17943 3.08194 -1.04173 0.00
H -4.31313 4.35244 -2.81313 0.00
H -4.48653 3.40604 -5.09093 0.00
H -3.69533 1.11254 -5.53273 0.00
H -2.73143 -0.24166 -3.72963 0.00
H -0.51253 -2.14846 -1.37683 0.00
H -1.17333 -4.43726 -2.04253 0.00
H -3.55343 -4.97266 -2.41663 0.00
H -5.27153 -3.22696 -2.12163 0.00
H -4.61073 -0.94056 -1.50003 0.00
H 0.17207 -0.09296 4.20457 0.00
H 1.95077 0.40764 5.80967 0.00
H 4.96577 -0.10376 5.78847 0.00
H 4.73277 1.61144 5.50737 0.00
H 6.61017 -0.14106 4.08217 0.00
H 6.38257 1.57044 3.83867 0.00
H 6.55557 0.32404 1.05587 0.00
H 4.87017 0.07034 -0.68783 0.00
H 3.69597 2.50164 -0.55393 0.00
H 4.66367 4.07574 -2.16763 0.00
H 4.46527 3.64834 -4.59053 0.00
H 3.37237 1.58934 -5.40063 0.00
H 2.47037 -0.02876 -3.80543 0.00
H 0.84647 -1.30766 -3.07003 0.00
H 1.31817 -3.41406 -4.26613 0.00
H 3.07427 -4.94206 -3.43933 0.00
H 4.32207 -4.37546 -1.39253 0.00
H 3.88507 -2.28276 -0.20903 0.00
O -1.09683 3.35724 -0.33323 0.03
Se 0.24617 4.04264 -0.96013 0.01
O 1.43957 3.20144 -0.22053 0.03
O 0.25477 3.29084 -2.45423 0.07
O 0.34367 5.58024 -0.94663 0.00
```

The multiplicity is 2. Its frontier orbital gap (spin up / spin down) is 5.29 / 4.97 eV. The calculation puts the molar mass at 1058.00 Da. As for the total charge: +2. Its total energy is -5812.836421 hartree. Its expectation value of S² is 0.75. The calculation puts the lowest unoccupied orbital energy (spin up / spin down) at -0.2938 / -0.3055 Eh.

# 2
Entry from OMol25: a cluster of 8 separate species, C48H37IN2O18 in total at a distorted geometry (ωB97M-V/def2-TZVPD).

XYZ file:
```
106
Properties=species:S:1:pos:R:3:lowdin_charge:R:1
N 2.02867 -0.01555 2.17587 -0.04
C 1.49593 -0.25145 0.77071 -0.22
C 2.43560 0.48362 -0.38640 -0.31
O 1.67575 0.50823 -1.67333 -0.11
C 3.77600 -0.43506 -0.60921 -0.13
C 5.02686 0.36870 -1.34623 -0.75
I 5.26560 -0.60220 -3.34198 0.99
N 4.67376 1.81495 -1.65475 0.10
C 5.36974 2.54761 -0.68478 -0.01
O 6.01237 3.62153 -0.14677 0.01
O 6.22632 0.22257 -0.50557 -0.16
C 7.26279 -0.60148 -1.15064 -0.25
O 8.37702 0.05147 -1.56321 -0.05
H 2.11353 1.01366 2.32870 0.07
H 2.93791 -0.50424 2.32850 0.06
H 0.39934 0.17969 0.75166 0.12
H 1.43905 -1.38098 0.46610 0.13
H 2.63637 1.56797 0.00565 0.14
H 1.43209 -0.46820 -1.83056 0.12
H 4.19719 -0.91845 0.38962 0.13
H 3.45284 -1.34536 -1.30490 0.06
H 7.23693 -1.76468 -1.29172 0.15
O 1.22831 4.84686 0.55814 0.09
C 1.92145 5.59007 -0.12284 -0.38
C 1.33446 6.73069 -0.85334 0.03
C 2.09224 7.54083 -1.59884 0.03
C 3.54844 7.33124 -1.72272 -0.36
O 4.24157 8.07444 -2.40370 0.08
C 4.13542 6.19061 -0.99222 0.03
C 3.37765 5.38047 -0.24671 0.02
H 0.26505 6.87159 -0.75179 0.13
H 1.67752 8.38147 -2.14160 0.09
H 5.20484 6.04971 -1.09377 0.12
H 3.79236 4.53983 0.29604 0.10
O -5.52619 1.50439 2.62001 0.09
C -4.68503 0.86143 2.00719 -0.38
C -4.39994 1.13139 0.58414 0.02
C -3.48227 0.42691 -0.08514 0.02
C -2.71330 -0.64997 0.56969 -0.39
O -1.87213 -1.29293 -0.04313 0.07
C -2.99839 -0.91992 1.99274 0.03
C -3.91605 -0.21545 2.66202 0.02
H -4.97179 1.92491 0.11818 0.12
H -3.26147 0.61158 -1.12936 0.12
H -2.42653 -1.71345 2.45869 0.12
H -4.13685 -0.40012 3.70624 0.08
O 4.95542 -8.13792 -1.81773 0.11
C 4.58632 -6.97703 -1.93004 -0.38
C 3.85989 -6.51577 -3.12952 0.03
C 3.45895 -5.24671 -3.25227 0.03
C 3.72356 -4.25222 -2.19360 -0.37
O 3.35446 -3.09133 -2.30591 0.00
C 4.44999 -4.71348 -0.99412 0.03
C 4.85093 -5.98254 -0.87137 0.03
H 3.67280 -7.25737 -3.89688 0.13
H 2.92572 -4.89180 -4.12574 0.09
H 4.63708 -3.97188 -0.22677 0.12
H 5.38415 -6.33744 0.00210 0.12
O 1.74930 -3.86969 -5.74276 0.09
C 0.57325 -4.17801 -5.87824 -0.37
C -0.09953 -4.07929 -7.18852 0.02
C -1.38507 -4.41432 -7.33509 0.03
C -2.18701 -4.89887 -6.19408 -0.38
O -3.36306 -5.20719 -6.32956 0.11
C -1.51422 -4.99759 -4.88380 0.03
C -0.22869 -4.66256 -4.73723 0.02
H 0.50239 -3.72288 -8.01585 0.12
H -1.89389 -4.34712 -8.28894 0.12
H -2.11614 -5.35400 -4.05646 0.13
H 0.28014 -4.72976 -3.78338 0.12
O -4.57286 -1.70005 4.98696 0.08
C -5.27959 -1.66912 5.98501 -0.35
C -6.02957 -0.45306 6.35641 0.03
C -6.79973 -0.41955 7.44822 0.03
C -6.93500 -1.59695 8.32868 -0.38
O -7.64172 -1.56602 9.32673 0.10
C -6.18502 -2.81301 7.95729 0.03
C -5.41486 -2.84653 6.86547 0.03
H -5.92053 0.40200 5.70005 0.12
H -7.35586 0.46450 7.73533 0.12
H -6.29405 -3.66807 8.61364 0.13
H -4.85872 -3.73057 6.57837 0.09
O -4.44640 -5.74962 6.78104 0.08
C -5.04252 -6.37527 5.91517 -0.37
C -4.32632 -7.27083 4.98553 0.03
C -4.97821 -7.95230 4.03845 0.03
C -6.44204 -7.84030 3.88208 -0.38
O -7.03816 -8.46595 3.01622 0.11
C -7.15824 -6.94473 4.81172 0.03
C -6.50635 -6.26327 5.75881 0.02
H -3.25289 -7.34281 5.11353 0.12
H -4.46801 -8.61281 3.34803 0.12
H -8.23167 -6.87275 4.68372 0.13
H -7.01655 -5.60275 6.44922 0.12
O 0.83646 10.37269 -2.15280 0.08
C 1.52959 11.11589 -2.83378 -0.37
C 0.94261 12.25652 -3.56428 0.02
C 1.70038 13.06665 -4.30979 0.02
C 3.15659 12.85706 -4.43366 -0.38
O 3.84972 13.60026 -5.11464 0.10
C 3.74357 11.71643 -3.70316 0.03
C 2.98580 10.90629 -2.95765 0.03
H -0.12681 12.39741 -3.46273 0.12
H 1.28567 13.90730 -4.85254 0.12
H 4.81299 11.57553 -3.80471 0.13
H 3.40051 10.06565 -2.41490 0.09
```

The multiplicity is 1. Its frontier orbital gap is 7.14 eV. The calculation puts the molar mass at 1056.72 Da. As for the total charge: 0. Its total energy is -3612.335936 hartree. Its structure (SMILES) is NC[C@H](O)C[C@@](I)(N=C=O)OC=O.O=C1C=CC(=O)C=C1.O=C1C=CC(=O)C=C1.O=C1C=CC(=O)C=C1.O=C1C=CC(=O)C=C1.O=C1C=CC(=O)C=C1.O=C1C=CC(=O)C=C1.O=C1C=CC(=O)C=C1. The calculation puts the lowest unoccupied orbital energy at -0.0749 Eh.

# 3
Entry from OMol25: a structure of composition C48H38BBr4N6O2RuTe at a distorted geometry (ωB97M-V/def2-TZVPD).

XYZ file:
```
101
Properties=species:S:1:pos:R:3:lowdin_spin:R:1
Ru -0.02170 -0.31374 0.53869 0.62
C 2.07099 -5.30960 -0.36935 0.00
C 1.17521 -4.17175 -0.72683 0.00
C 0.35894 -4.03386 -1.82310 0.00
C -0.31480 -2.81678 -1.64811 0.00
N 0.13776 -2.21301 -0.53986 0.00
N 1.01795 -3.07551 0.03946 0.00
B 1.50438 -2.89445 1.48011 0.00
N 2.46114 -1.70507 1.57639 0.00
N 1.98888 -0.47754 1.27544 0.00
C 2.94752 0.41060 1.61162 0.00
C 4.04774 -0.30701 2.11879 0.00
C 3.69865 -1.63498 2.08678 0.00
C 4.47424 -2.83264 2.52073 0.00
C 2.92699 1.89530 1.51761 0.00
C 4.03250 2.59012 2.02468 0.00
C 4.07569 3.97300 2.04271 0.00
C 3.00760 4.71362 1.55767 0.00
C 1.91674 4.04705 1.02848 0.00
C 1.88814 2.66133 0.99920 0.00
N 0.30599 -2.58202 2.39586 0.00
N -0.57962 -1.61398 2.05679 0.01
C -1.48998 -1.53510 3.02884 0.00
C -1.16061 -2.45227 4.03315 0.00
C -0.03097 -3.10626 3.58819 0.00
C 0.74431 -4.20296 4.23692 0.00
C -2.62806 -0.60464 2.99390 0.00
C -3.41229 -0.48392 1.85183 0.00
C -4.46293 0.42131 1.81849 0.00
C -4.73782 1.20996 2.92677 0.00
C -3.97671 1.06799 4.08002 0.00
C -2.93307 0.15718 4.11827 0.00
C -1.46362 -2.38652 -2.46548 0.00
C -2.44610 -1.54542 -1.95692 0.00
C -3.58246 -1.25737 -2.69893 0.00
C -3.75643 -1.81202 -3.95775 0.00
C -2.77792 -2.65057 -4.47471 0.00
C -1.64290 -2.93532 -3.73620 0.00
H 2.05348 -6.04553 -1.17083 0.00
H 1.74968 -5.79612 0.55139 0.00
H 3.10015 -4.97832 -0.22855 0.00
H 0.20828 -4.76095 -2.60092 0.00
H 2.05697 -3.88579 1.84630 0.00
H 4.98330 0.08331 2.47279 0.00
H 5.47228 -2.52694 2.82794 0.00
H 4.56967 -3.55925 1.71381 0.00
H 3.99540 -3.33322 3.36284 0.00
H 4.87514 2.05206 2.43184 0.00
H 4.94472 4.47260 2.45126 0.00
H 3.03025 5.79518 1.58798 0.00
H 1.07446 4.59656 0.62766 0.00
H 1.03450 2.18477 0.55793 0.00
H -1.71514 -2.65048 4.93418 0.00
H 0.25316 -4.49589 5.16250 0.00
H 1.75880 -3.88176 4.47618 0.00
H 0.81431 -5.07790 3.59085 0.00
H -3.20490 -1.11186 0.99409 0.00
H -5.05699 0.52030 0.91822 0.00
H -5.54189 1.93425 2.89260 0.00
H -4.18589 1.68195 4.94659 0.00
H -2.31523 0.07310 5.00369 0.00
H -2.33359 -1.11184 -0.97484 0.00
H -4.33108 -0.59761 -2.28057 0.00
H -4.64602 -1.59309 -4.53464 0.00
H -2.89683 -3.08236 -5.46045 0.00
H -0.88524 -3.58177 -4.15873 0.00
Br -4.53367 4.96742 0.31303 0.00
C -3.18744 3.75929 0.84505 0.02
C -2.51980 3.92577 2.06290 0.01
Br -2.95930 5.36239 3.20164 0.00
C -1.52520 3.02905 2.44311 0.01
Br -0.56697 3.18351 4.05291 0.00
C -1.18855 1.95596 1.61785 0.00
O -0.24333 1.08540 1.91050 0.12
C -1.88364 1.76969 0.40691 0.00
O -1.54889 0.71346 -0.32582 0.13
C -2.85985 2.68603 0.02252 0.01
Br -3.74242 2.35172 -1.61239 0.00
Te 1.48054 0.46065 -1.73801 0.03
C 1.33422 2.53916 -2.06451 0.01
C 0.09491 3.16736 -2.01266 0.00
C 0.01091 4.53645 -2.22126 0.00
C 1.16247 5.27330 -2.46698 0.00
C 2.39738 4.64291 -2.50522 0.00
C 2.48785 3.27182 -2.30594 0.00
C 0.54641 -0.05038 -3.55403 0.00
C -0.70792 0.43121 -3.90889 0.00
C -1.20593 0.15997 -5.17308 0.00
C -0.46909 -0.60374 -6.06916 0.00
C 0.76799 -1.10722 -5.70035 0.00
C 1.28220 -0.82624 -4.44029 0.00
H -0.79783 2.60109 -1.78346 0.00
H -0.95516 5.02409 -2.17726 0.00
H 1.09736 6.34248 -2.62245 0.00
H 3.29603 5.21857 -2.68540 0.00
H 3.45343 2.78223 -2.32884 0.00
H -1.29953 1.00688 -3.20890 0.00
H -2.18060 0.53761 -5.45324 0.00
H -0.86698 -0.81333 -7.05389 0.00
H 1.34354 -1.70624 -6.39451 0.00
H 2.26171 -1.19489 -4.16113 0.00
```

The multiplicity is 2. Its frontier orbital gap (spin up / spin down) is 7.52 / 6.56 eV. The calculation puts the molar mass at 1289.97 Da. For the energy above the lowest of the compared OMol25 structures with the same formula, charge and spin, the calculation gives 0.676 eV. As for the total charge: 0. Its total energy is -13014.925719 hartree. Its expectation value of S² is 0.76. The calculation puts the lowest unoccupied orbital energy (spin up / spin down) at 0.0100 / -0.0396 Eh.

Q: Which of these has the highest total charge?
A: C48H36IrO5P2SSe

Q: Which formula does entry 2 have?
A: C48H37IN2O18

Q: What is the formula in the first record?
A: C48H36IrO5P2SSe